DFT (wB97M-V/def2-TZVPD) results for a cluster of 3 separate species, C29H53F3IN5O6PS2 in total at a distorted geometry.

The geometry in XYZ format:
```
100
Properties=species:S:1:pos:R:3:forces:R:3:lowdin_charge:R:1
C 5.506674 -1.162749 2.751376 0.7 0.1 0.3 -0.111
C 6.224933 0.301461 3.047515 0.2 -1.2 0.0 -0.242
N 5.350834 1.492272 2.705176 0.1 0.9 1.5 -0.262
C 6.200698 2.469812 1.923706 0.7 0.6 -0.7 -0.282
C 5.439911 3.859087 1.492024 1.1 0.3 0.2 -0.111
C 4.816539 2.076220 3.995343 0.7 1.1 0.0 -0.968
S 5.635449 3.227642 4.977948 -1.9 -2.7 -2.2 0.643
S 3.086899 1.459369 4.522237 1.2 0.6 -1.7 0.792
C 2.156115 1.413801 2.855846 0.6 -0.1 -0.7 -0.491
C 0.667348 0.747189 3.019517 0.3 0.4 0.7 -0.222
C 0.031579 0.425361 1.542158 -0.3 -0.4 -0.5 -0.126
C 0.788361 1.210965 0.295050 0.2 1.7 -1.4 0.046
C 0.175509 2.739897 0.011918 1.6 0.2 -2.3 -0.022
O -0.905623 3.298192 0.846827 2.4 -2.5 -2.8 -0.011
C 0.792121 3.644412 -1.207543 1.6 -3.8 1.6 0.024
C 0.256115 5.158870 -1.544009 -7.4 0.7 -2.1 -0.235
O -1.038783 5.302242 -1.928461 9.4 -1.3 2.7 0.076
O 1.082937 6.375821 -1.506092 -0.9 -1.5 4.1 0.024
C 1.387238 6.753286 -0.085852 1.2 0.9 0.7 -0.202
F 0.250766 6.467768 0.838291 4.3 0.8 -3.3 0.063
F 1.742171 8.204052 0.040502 -1.6 -5.7 -0.8 0.067
F 2.616241 5.993960 0.270360 -4.4 2.4 -0.6 0.037
C 2.021635 2.913615 -2.065614 -1.4 -1.6 2.7 -0.436
I 2.876971 4.162970 -3.690188 -0.9 -1.4 1.7 0.998
C 2.564802 1.367599 -1.717805 -3.8 2.8 1.8 -0.126
P 3.930740 0.748174 -2.874326 6.0 2.0 -2.7 0.707
O 5.207362 1.722034 -2.748779 -5.4 -3.7 0.0 -0.391
O 3.328298 0.809698 -4.545522 -0.5 -0.3 4.4 -0.219
O 4.511271 -0.861101 -2.644536 -0.5 3.2 0.7 -0.209
N 1.937689 0.600506 -0.533898 -2.4 4.2 0.0 -0.043
C 2.454393 -0.775636 -0.177398 0.8 -1.2 -0.2 -0.154
C 1.828284 -1.879853 -1.212572 2.1 -3.1 -1.1 -0.156
N 2.475463 -3.066965 -1.452880 -1.9 5.6 2.2 0.102
H 4.430510 -1.241589 3.231111 2.3 0.2 -0.9 0.068
H 5.460910 -1.368181 1.580264 0.0 0.5 2.5 0.064
H 6.230107 -1.986829 3.222275 -1.8 1.7 -1.0 0.095
H 7.161642 0.353332 2.320973 -1.8 -0.1 1.9 0.131
H 6.529616 0.432468 4.190260 -0.3 -0.7 -2.5 0.132
H 6.516244 1.915025 0.922114 -0.7 1.0 2.2 0.128
H 7.192837 2.684978 2.532551 -2.0 -0.2 -1.3 0.118
H 6.059310 4.751674 1.951882 -1.4 -1.7 -0.9 0.088
H 5.536249 3.953842 0.325601 -0.6 -0.1 2.3 0.079
H 4.339985 3.961612 1.886414 2.1 -0.4 -0.9 0.068
H 2.106143 2.535430 2.458792 -0.1 -2.5 0.8 0.101
H 2.854476 0.794100 2.125343 -1.5 1.3 1.5 0.062
H 0.665478 -0.271029 3.642741 0.3 2.3 -1.4 0.135
H 0.002228 1.513492 3.646875 1.3 -1.7 -1.6 0.138
H 0.022122 -0.755394 1.371555 0.2 2.7 0.1 0.133
H -1.102565 0.768660 1.534650 2.5 -0.7 -0.2 0.132
H -1.741248 2.800664 0.603374 1.1 0.7 0.3 0.135
H 2.371357 1.110374 -4.556302 1.4 -0.5 0.0 0.065
H 5.405418 -0.751455 -2.162001 -1.7 0.1 -1.2 0.122
H 2.210261 -1.143826 0.905783 0.1 1.3 -2.0 0.139
H 3.645497 -0.696447 -0.209414 -2.7 -0.4 -0.2 0.139
H 0.825920 -1.628904 -1.805153 2.2 -0.5 1.5 0.144
H 3.328417 -3.021034 -0.818306 -0.9 -0.4 -1.0 0.067
C -0.268653 -4.524823 -2.753281 0.0 -0.1 -0.1 -0.104
C -0.330696 -5.070379 -1.330270 -0.3 0.1 -0.1 -0.279
N -1.693620 -5.249379 -0.823085 -0.1 0.2 0.3 -0.193
C -1.747903 -5.488014 0.622842 0.0 0.2 -0.1 -0.257
C -1.110267 -6.768161 1.151128 0.0 -0.2 0.3 -0.091
C -2.580615 -6.092281 -1.627777 -0.1 0.3 -0.3 -0.250
C -2.138784 -7.524609 -1.903183 -0.1 -0.4 -0.1 -0.087
H -0.833826 -3.590421 -2.845928 -0.1 -0.1 0.0 0.071
H 0.770584 -4.315251 -3.026616 -0.1 -0.1 0.1 0.052
H -0.658468 -5.241644 -3.483064 0.0 0.1 0.1 0.069
H 0.190908 -4.345920 -0.691758 -0.2 -0.2 0.2 0.085
H 0.244845 -6.001171 -1.282296 0.2 -0.1 0.0 0.101
H -2.792354 -5.449622 0.959153 0.1 0.0 -0.3 0.113
H -1.264928 -4.639067 1.123752 0.1 0.0 -0.2 0.099
H -1.720893 -7.644858 0.930458 0.1 0.0 0.0 0.058
H -1.022559 -6.710758 2.242298 0.0 0.0 -0.1 0.073
H -0.104917 -6.929145 0.754782 -0.1 0.0 0.0 0.068
H -2.742681 -5.595707 -2.592386 0.2 0.0 0.1 0.102
H -3.579291 -6.113284 -1.170477 0.3 0.1 0.2 0.117
H -1.089004 -7.592378 -2.201046 -0.1 0.0 0.0 0.070
H -2.734901 -7.940208 -2.723801 0.1 0.1 0.1 0.077
H -2.299439 -8.171457 -1.038754 0.1 0.0 -0.1 0.057
C -4.757569 1.812885 -2.635072 0.0 0.2 0.0 -0.096
C -5.807577 1.155597 -1.745187 0.2 0.0 0.1 -0.269
N -5.560681 1.327384 -0.311181 0.2 -0.2 0.3 -0.198
C -6.392090 0.459133 0.528758 0.2 -0.2 -0.1 -0.255
C -7.899645 0.684961 0.501876 -0.3 0.0 0.2 -0.088
C -5.421255 2.705856 0.163316 0.2 -0.1 -0.2 -0.263
C -6.580037 3.662677 -0.090343 -0.2 0.4 0.1 -0.083
H -3.748612 1.469379 -2.379882 -0.1 0.0 0.0 0.067
H -4.943330 1.555009 -3.682754 0.0 0.0 0.2 0.076
H -4.783449 2.904671 -2.559550 0.0 -0.1 0.0 0.065
H -5.793192 0.083466 -1.979575 -0.1 0.1 0.3 0.120
H -6.797652 1.525589 -2.032905 -0.1 0.0 -0.1 0.101
H -6.045260 0.518319 1.568788 0.1 0.2 -0.2 0.110
H -6.201471 -0.580515 0.232643 0.1 0.2 -0.1 0.109
H -8.184130 1.581064 1.055252 0.0 0.0 -0.1 0.057
H -8.405396 -0.158851 0.985440 0.1 0.1 -0.1 0.076
H -8.293671 0.757605 -0.514589 0.1 0.0 0.1 0.071
H -4.520556 3.135333 -0.292328 -0.1 -0.1 -0.2 0.088
H -5.196772 2.701474 1.238726 -0.1 -0.3 -0.1 0.112
H -6.969525 3.592724 -1.109537 0.1 0.0 0.1 0.073
H -6.241240 4.694823 0.055886 0.0 -0.1 0.0 0.077
H -7.401280 3.499022 0.609827 0.0 0.0 -0.2 0.059
```
Forces are in eV/Å.

Results
**Max |F|**: 0.192 Eh/bohr
**Energy above the lowest of the compared OMol25 structures with the same formula, charge and spin**: 1712.2 kJ/mol
**Energy**: -3596.174192 hartree
**Molar mass**: 846.778 g mol⁻¹
**Net charge**: +1
**LUMO**: -5.9697 eV
**E_HOMO**: -9.88 eV

=====

DFT (wB97M-V/def2-TZVPD) results for the molecule C17H17N3O6 at a distorted geometry.

The geometry in XYZ format:
```
43
Properties=species:S:1:pos:R:3:forces:R:3:lowdin_charge:R:1
C -7.768856 1.456803 0.556250 -0.2 -0.1 0.1 -0.084
O -6.507332 1.845233 0.063941 0.3 0.0 -0.1 -0.076
C -5.485880 0.953262 0.115566 0.2 -0.2 0.0 -0.266
C -5.578754 -0.340258 0.615853 -0.4 0.2 0.0 -0.017
C -4.455373 -1.148510 0.615477 0.4 0.2 -0.2 0.001
C -3.241422 -0.686937 0.141215 0.1 0.1 0.0 -0.069
C -2.034692 -1.560119 0.153178 -0.3 -0.5 -0.4 -0.471
O -1.944118 -2.630023 -0.392268 0.0 0.2 0.2 0.131
O -1.057324 -0.960191 0.839407 0.6 0.6 -0.2 0.009
N 0.190179 -1.636931 0.895103 0.0 -0.9 1.0 0.128
C 0.863550 -1.636729 -0.188153 -0.1 0.2 -0.5 -0.418
N 0.550308 -0.999326 -1.335058 -0.2 0.2 -0.2 0.202
C 2.192328 -2.345922 -0.143313 -0.2 0.1 0.2 -0.068
C 3.293265 -1.329091 -0.035783 0.3 0.1 -0.1 -0.212
C 3.328981 -0.483269 1.071623 0.1 -0.1 -0.2 -0.007
C 4.314609 0.473260 1.191497 0.3 0.2 -0.1 0.021
C 5.276527 0.586022 0.192334 -1.0 -1.0 -0.2 -0.154
N 6.307495 1.583566 0.307531 0.4 0.4 0.0 -0.365
O 7.121655 1.659061 -0.589269 0.2 0.1 -0.2 0.078
O 6.300631 2.291684 1.292254 0.0 0.2 0.2 0.081
C 5.255847 -0.248954 -0.917574 0.2 0.3 0.1 0.011
C 4.260963 -1.201085 -1.026618 -0.1 0.0 0.2 -0.021
C -3.149677 0.610077 -0.390639 -0.2 -0.2 0.1 -0.205
O -1.941503 0.963806 -0.915941 -0.2 -0.2 0.1 -0.096
C -1.775960 2.281986 -1.388352 0.0 0.2 -0.1 -0.065
C -4.271649 1.417959 -0.396691 0.1 0.2 -0.1 0.069
H -8.173694 0.608183 -0.003496 0.0 0.0 0.0 0.097
H -7.723455 1.204544 1.620020 0.0 0.0 0.0 0.097
H -8.416300 2.321159 0.418231 0.0 -0.1 0.0 0.094
H -6.506241 -0.726430 1.004510 -0.1 0.0 0.0 0.103
H -4.513929 -2.154188 1.001731 0.0 -0.1 0.0 0.128
H 1.071771 -1.167121 -2.175371 0.0 0.0 0.1 0.112
H -0.323847 -0.501330 -1.407225 0.0 0.0 0.0 0.086
H 2.195104 -2.990283 0.736108 -0.1 0.0 -0.1 0.132
H 2.312616 -2.957715 -1.038121 0.0 0.0 0.0 0.124
H 2.567911 -0.586499 1.829686 -0.1 0.0 0.1 0.119
H 4.357913 1.136556 2.041619 0.0 0.0 0.0 0.121
H 6.016241 -0.138488 -1.675454 0.0 0.0 0.0 0.120
H 4.242808 -1.854708 -1.886337 0.0 -0.1 -0.1 0.114
H -2.420498 2.480261 -2.250094 0.0 0.0 0.0 0.099
H -0.732534 2.359409 -1.690807 -0.1 0.0 0.0 0.096
H -1.978932 3.013899 -0.602366 0.0 0.0 0.0 0.102
H -4.255766 2.420049 -0.791433 0.0 0.1 -0.1 0.118
```
Forces are in eV/Å.

Results
**Max |F|**: 0.027 Eh/bohr
**Energy above the lowest of the compared OMol25 structures with the same formula, charge and spin**: 512.6 kJ/mol
**Energy**: -1273.584210 hartree
**Molar mass**: 359.338 g mol⁻¹
**Net charge**: 0
**Structure (SMILES)**: COc1ccc(C(=O)O/N=C(\N)Cc2ccc([N+](=O)[O-])cc2)c(OC)c1
**LUMO**: -0.4948 eV
**E_HOMO**: -8.71 eV